Entry 1:
14
Properties=species:S:1:pos:R:3 method="wB97M-V/def2-TZVPD" homo_lumo_gap_ev=10.39 e_homo_ha=-0.368 relative_energy_kj_mol=389.1
O 0.067 1.348 -0.542
O -2.232 -0.404 -0.193
C 1.453 -0.908 -0.631
C 1.544 0.066 0.602
C -1.042 -0.602 0.381
C -0.011 0.510 0.480
H 2.380 -1.126 -1.103
H 2.222 1.002 0.702
H -0.913 1.590 -0.834
H -0.428 0.988 1.386
H 1.059 -1.953 -0.254
H -1.022 -1.293 1.064
H 1.659 -0.486 1.575
H 0.705 -0.673 -1.650

Entry 2:
17
Properties=species:S:1:pos:R:3 method="wB97M-V/def2-TZVPD" homo_lumo_gap_ev=10.30 e_homo_ha=-0.338 relative_energy_kj_mol=65.6
O 0.260 -1.257 -0.092
C -0.422 -1.205 -1.320
C 0.165 -0.237 0.900
C -0.183 1.160 0.360
C 1.538 -0.275 1.581
C -1.197 0.044 -1.595
C -1.106 1.120 -0.825
H 2.172 0.557 1.261
H -0.623 -0.521 1.616
H 0.736 1.689 0.069
H 1.484 -0.274 2.672
H 2.022 -1.201 1.262
H -1.661 2.021 -1.075
H 0.345 -1.329 -2.099
H -1.083 -2.081 -1.400
H -1.819 0.039 -2.488
H -0.627 1.750 1.173

Entry 3:
17
Properties=species:S:1:pos:R:3 method="wB97M-V/def2-TZVPD" homo_lumo_gap_ev=9.55 e_homo_ha=-0.319 relative_energy_kj_mol=126.2
P 2.435 -0.923 1.314
P -0.336 0.287 -2.717
P 0.791 -1.600 2.496
C 0.283 1.403 -0.289
C -0.627 0.666 -0.934
C -1.798 0.121 -0.296
H 0.559 -0.308 3.047
H 0.003 -1.144 1.520
H 3.594 -1.443 2.108
H -1.534 0.154 0.844
H -2.031 -0.905 -0.585
H 1.180 1.857 -0.747
H -1.749 -0.083 -3.003
H 2.411 -1.938 0.422
H -0.569 1.616 -3.282
H 0.085 1.706 0.759
H -2.695 0.534 -0.656